[1]
16
Properties=species:S:1:pos:R:3:lowdin_charge:R:1 method="wB97M-V/def2-TZVPD" e_homo_ev=-9.61 e_lumo_ha=0.0350 gap_ev=10.57 relative_energy_kj_mol=88.98
C -1.882 0.335 -0.808 -0.22
C 1.016 1.131 0.704 -0.05
H -2.776 0.576 -1.376 0.13
N -0.726 0.810 -1.010 0.12
H 0.380 1.827 1.260 0.08
C -0.815 -0.639 0.868 -0.10
H 0.450 -1.416 -1.567 0.09
H 1.810 -0.283 -1.421 0.08
C 0.170 0.118 -0.058 -0.57
H 1.627 1.712 0.007 0.08
H -0.566 -1.694 1.024 0.13
C 1.057 -0.843 -0.858 -0.04
H 1.577 -1.550 -0.196 0.08
H 1.686 0.627 1.412 0.09
H -0.933 -0.141 1.840 0.13
O -2.077 -0.571 0.179 -0.04

=====

[2]
79
Properties=species:S:1:pos:R:3:lowdin_charge:R:1 method="wB97M-V/def2-TZVPD" e_homo_ev=-6.97 e_lumo_ha=0.0200 gap_ev=7.52 relative_energy_kj_mol=0.00
H -3.273 -2.247 9.196 0.09
H -5.288 3.728 1.880 0.08
H 3.997 -0.553 3.108 0.08
C -3.021 -2.390 8.143 -0.07
C 4.565 -1.482 2.950 -0.01
H -0.326 -3.680 2.944 0.13
H 4.851 -1.531 1.888 0.10
H 2.796 -1.769 6.572 0.10
H 4.322 3.608 1.334 0.08
H 3.237 -0.706 5.234 0.08
C -0.401 -1.051 4.061 -0.20
C -0.733 -2.260 -0.638 -0.15
C 4.585 -3.936 2.836 -0.02
C -0.970 -2.060 -2.096 -0.10
H -3.013 -2.583 5.645 0.10
C 3.149 -2.849 4.742 -0.42
H -2.581 -3.386 7.981 0.10
H -3.923 -2.300 7.518 0.08
H 4.482 -1.730 5.998 0.10
C -0.341 -3.309 1.910 -0.06
H 3.255 -5.019 4.848 0.09
H 5.502 -3.983 3.442 0.10
C 4.291 2.647 1.867 -0.12
H 3.533 2.304 4.644 0.11
C 2.977 2.505 2.535 -0.60
C -1.661 -1.146 6.579 -0.27
O 2.600 -2.675 2.386 0.15
C -0.571 -0.266 6.355 0.00
C 2.739 2.403 3.899 -0.13
C -5.128 3.298 2.874 -0.06
C 0.095 -0.325 5.157 -0.06
C 3.752 -2.733 3.261 -0.43
H 0.962 2.595 5.219 0.11
C 1.348 2.490 4.209 -0.14
O 1.709 -2.883 4.549 0.15
H -0.337 -0.310 0.227 0.11
C -0.822 -3.648 -0.380 -0.23
H -2.092 -2.232 3.396 0.11
C 3.435 -1.687 5.681 0.00
H 5.102 2.616 2.606 0.08
H -2.258 -3.599 -3.018 0.12
C -1.615 -1.734 4.238 -0.03
H 1.032 0.211 5.025 0.09
C -3.050 2.812 4.241 -0.04
H -0.079 -1.638 -2.572 0.12
H -1.106 1.973 0.989 0.08
H 4.443 1.853 1.123 0.08
C -1.246 -3.485 -2.608 -0.12
C -3.719 2.801 3.012 -0.28
H -0.528 -3.816 -3.371 0.12
C -0.927 2.434 3.103 -0.24
C -0.397 -1.388 0.399 0.05
C -1.669 2.688 4.285 -0.02
H -1.155 2.838 5.232 0.11
C 0.520 2.443 3.094 -0.47
C -2.195 -1.871 5.489 -0.01
C 3.477 -4.142 5.468 -0.02
H -0.216 0.364 7.173 0.12
C -1.646 2.199 1.913 -0.05
H -3.596 2.989 5.168 0.12
H -0.705 -5.265 1.064 0.12
H 4.037 -4.882 2.922 0.09
O -1.121 -4.402 -1.474 -0.03
S 1.499 2.533 1.634 1.07
B 1.548 -2.531 3.249 -0.57
H 4.899 -3.837 1.790 0.09
C -0.640 -4.192 0.898 0.03
C -3.025 2.330 1.887 -0.04
H -3.578 2.147 0.963 0.11
H -5.355 4.092 3.592 0.08
H 4.537 -4.163 5.747 0.09
H 1.020 -0.266 2.584 0.12
O -2.058 -1.339 7.865 -0.10
H 2.876 -4.221 6.383 0.10
H 5.499 -1.444 3.526 0.10
H -1.811 -1.389 -2.296 0.12
C 0.439 -1.154 2.844 -0.05
H -5.861 2.498 3.011 0.08
C -0.139 -1.916 1.673 -0.19

=====

[3]
8
Properties=species:S:1:pos:R:3:mulliken_spin:R:1 method="wB97M-V/def2-TZVPD" e_homo_ev="-6.26 / -10.00" e_lumo_ha="0.0267 / -0.0750" gap_ev="6.98 / 7.96" multiplicity=3 relative_energy_kj_mol=61.52
H 0.115 0.266 1.581 0.00
S 1.626 -0.599 -0.062 0.18
H -1.693 -1.715 0.470 -0.03
O -0.126 1.436 -0.055 0.09
H -0.211 1.343 -1.016 0.01
C 0.339 0.361 0.531 0.74
O -1.662 -0.976 -0.137 1.01
H 1.611 -0.117 -1.312 0.01

=====

[4]
109
Properties=species:S:1:pos:R:3:lowdin_charge:R:1 method="wB97M-V/def2-TZVPD" e_homo_ev="-5.81 / -4.44" e_lumo_ha="-0.0514 / -0.0492" gap_ev="4.41 / 3.10" relative_energy_kj_mol=0.00
O -5.975 -1.767 1.011 -0.16
N -1.450 -1.782 -1.140 0.00
H 6.695 -1.729 -1.195 0.14
C 2.848 -0.144 1.419 -0.08
C -1.430 -3.103 -0.898 -0.13
C -0.909 -1.307 -2.268 -0.29
C -4.474 -2.193 -3.237 -0.02
C 7.979 0.129 1.252 -0.15
H -7.726 0.266 1.152 0.08
H 2.582 2.680 -2.623 0.10
C 0.619 1.910 -5.272 -0.09
H 1.729 -0.099 5.059 0.13
O -1.173 0.851 2.811 -0.25
H 3.701 -0.641 5.774 0.12
H -7.371 0.692 2.838 0.09
H 8.338 -1.811 -0.544 0.13
O 0.641 -0.048 0.668 -0.25
C 4.271 -0.361 4.890 -0.20
C 1.069 0.001 3.071 -0.05
C 1.452 -0.059 1.682 -0.31
C 7.470 -1.150 -0.702 -0.15
H -1.977 4.980 2.128 0.10
N 3.350 -0.366 3.765 -0.04
H -5.234 -2.307 3.511 0.09
N -1.133 0.001 -2.595 -0.01
C -1.765 4.986 -1.246 -0.14
C 4.680 -0.164 -0.172 -0.22
C 3.335 -0.055 0.089 0.05
C -6.550 -2.845 -1.991 -0.02
H 9.730 0.204 -0.704 0.18
C 8.402 1.331 0.402 -0.09
H 7.044 0.642 -1.830 0.12
H 0.993 1.118 -1.513 0.09
H -6.099 -0.972 4.310 0.09
C -6.559 -1.211 2.214 -0.62
H 7.573 0.495 2.192 0.12
H -6.325 -0.228 -2.910 0.09
C -1.798 2.705 -0.397 -0.27
C 5.144 -0.502 2.144 0.01
N 7.004 -0.684 0.575 -0.11
H 5.414 1.339 4.193 0.06
C -7.790 -2.070 2.484 -0.03
Br -1.872 7.349 0.346 0.69
C 4.906 1.013 5.101 -0.07
C 0.909 1.351 -2.568 -0.01
O -4.040 -0.151 0.530 -0.43
C -6.966 0.234 1.935 -0.03
C 5.620 -0.430 0.806 -0.19
C -1.733 3.620 -1.464 -0.03
C 1.786 2.218 -3.194 -0.07
C -1.913 4.597 1.118 -0.12
C -0.841 -4.002 -1.754 -0.06
C -5.595 -1.285 3.396 -0.03
C -1.896 3.234 0.899 -0.02
H -8.326 -1.688 3.353 0.09
H -7.490 -3.101 2.672 0.09
H 2.640 0.129 -0.716 0.09
O -0.506 0.181 4.828 0.03
H 5.625 0.988 5.920 0.07
H -1.716 5.670 -2.082 0.10
H -8.456 -2.054 1.620 0.08
H -6.096 0.801 1.602 0.08
H -7.086 -2.722 -1.052 0.07
H -1.086 0.596 -5.207 0.12
F 5.089 0.015 -1.474 0.01
H 5.858 -0.748 2.918 0.09
C 3.805 -0.328 2.455 -0.14
H -4.891 0.190 -1.939 0.07
H -1.942 2.567 1.745 0.08
N 8.930 0.810 -0.902 0.05
H 0.324 -4.176 -3.557 0.11
H 2.304 3.213 -5.028 0.10
C -2.030 0.857 -1.876 -0.19
C -0.186 -3.501 -2.882 -0.06
C 2.024 -0.151 4.021 0.00
C -0.137 0.779 -3.294 -0.23
H 8.313 -0.369 -2.559 0.14
H -2.680 1.431 -2.524 0.12
C -0.274 1.048 -4.650 -0.02
H 5.034 -1.127 4.744 0.11
C -1.852 5.470 0.045 -0.71
P -4.436 -1.625 0.582 0.21
H -3.616 -1.518 -3.250 0.07
H 0.287 -1.735 -4.011 0.11
H 4.131 1.743 5.336 0.08
C 7.893 -0.003 -1.623 -0.09
H -6.399 -0.250 -1.136 0.07
H -6.225 -3.883 -2.073 0.09
H 0.511 2.119 -6.329 0.10
C -0.308 0.346 3.631 -0.62
H -5.060 -2.039 -4.144 0.09
N -1.726 1.334 -0.633 -0.14
C -5.768 -0.454 -2.000 -0.03
C 1.637 2.509 -4.545 -0.09
H -1.611 3.268 -2.480 0.10
C -0.202 -2.154 -3.142 0.01
C -5.335 -1.919 -2.007 -0.61
O -4.495 -2.267 -0.882 -0.17
H -4.108 -3.221 -3.213 0.09
H -1.914 -3.406 0.023 0.10
H -7.216 -2.612 -2.823 0.09
H 8.867 -0.479 1.479 0.13
H 7.536 1.957 0.189 0.14
Bi -1.664 -0.312 0.863 2.06
O -3.492 -2.457 1.374 -0.35
H 9.253 1.576 -1.490 0.18
H -4.734 -0.639 3.225 0.08
H 9.177 1.923 0.887 0.13
H -0.867 -5.059 -1.536 0.10

=====

[5]
83
Properties=species:S:1:pos:R:3:mulliken_spin:R:1 method="wB97M-V/def2-TZVPD" e_homo_ev="-21.89 / -21.89" total_charge=+4 e_lumo_ha="-0.5619 / -0.6161" gap_ev="6.60 / 5.13" multiplicity=4
H -0.703 5.194 -1.481 0.00
O 2.754 -0.111 -0.345 0.05
H 1.960 -0.353 4.630 0.00
H -0.977 -1.432 -2.132 0.03
H -2.376 5.051 -0.948 0.00
C 0.968 1.823 -3.993 0.00
H 3.203 3.109 0.361 0.00
H -2.139 2.634 -0.588 -0.01
H 0.994 -5.077 0.255 0.00
H -1.784 1.905 -4.661 0.00
C -1.233 3.259 -0.628 -0.01
H 1.868 2.058 0.890 0.00
C -1.450 -2.547 2.580 -0.01
H 2.436 -4.946 1.280 0.00
C 1.792 4.300 -1.785 0.00
H -1.524 1.736 5.037 0.00
C -1.559 4.512 -1.447 0.00
H 1.666 -2.601 -1.976 0.00
H -1.261 -2.796 -3.255 0.00
P -0.054 -2.378 0.167 -0.04
H -2.855 -3.473 -0.445 0.00
C -1.440 1.368 4.008 0.00
C 1.078 -3.526 -2.139 0.01
H -0.287 3.396 -3.339 0.00
H -0.584 -2.847 3.184 0.00
H 0.900 -3.611 -3.223 0.00
H -1.877 4.297 -2.473 0.00
H 1.847 -1.201 2.044 0.00
H -2.287 -2.605 -1.818 0.00
C 1.510 -3.039 0.900 0.00
H -0.419 2.786 1.362 -0.01
H 2.186 2.689 3.902 0.00
H -2.353 -2.938 3.075 0.00
C 1.422 -4.551 1.118 0.00
O -1.991 0.501 1.212 0.01
H -0.190 4.484 0.847 0.00
H 2.296 -2.833 0.156 0.00
C -2.783 -2.964 0.515 0.00
C 2.112 2.973 0.333 0.01
C -1.418 -3.114 1.160 0.00
C 0.930 -0.075 4.869 0.13
C 1.604 -0.219 -0.592 -0.04
H 0.827 -4.790 2.010 0.00
H 1.508 1.009 -3.488 0.00
H 1.314 5.080 -1.179 0.00
H 0.308 -0.969 4.840 0.00
H 1.686 -4.392 -1.808 0.00
P 0.311 1.147 3.702 -0.04
H 1.272 -2.553 3.022 0.00
H -3.053 -1.905 0.413 0.00
H 1.719 2.603 -4.097 0.00
H 0.656 1.479 -4.991 0.00
O 0.598 0.743 2.278 0.70
H 0.891 0.371 5.861 0.01
C 1.669 2.924 -1.128 0.00
C -1.250 -2.551 -2.182 -0.04
H 2.862 4.553 -1.836 0.00
C -0.872 3.624 0.810 0.03
H -1.669 0.647 -3.424 -0.01
C -0.246 -3.394 -1.402 -0.02
H -0.614 -4.391 -1.138 0.01
C -1.185 0.207 0.383 -0.05
H -0.181 -0.490 -3.324 0.01
H 0.675 3.558 3.538 0.00
H -1.782 3.922 1.350 0.00
H 1.397 4.350 -2.807 0.00
H -1.993 0.431 3.906 0.00
P 0.015 2.089 -1.362 -0.05
H 0.530 -0.576 -3.131 -0.01
H 0.968 2.922 5.175 0.01
H 1.675 3.827 0.865 0.00
H 2.933 -2.544 2.443 0.00
H -2.414 2.187 -3.019 0.00
H -1.530 -1.444 2.561 0.00
C -1.595 1.731 -3.593 0.03
Mn -0.133 -0.191 -1.093 2.10
C -0.242 2.314 -3.198 0.00
C 1.901 -2.288 2.168 0.01
H 2.358 2.236 -1.643 -0.01
C 1.108 2.725 4.107 0.13
H -1.161 -4.181 1.199 0.00
H -3.531 -3.432 1.162 0.00
H -1.883 2.094 3.317 0.00

=====

[6]
60
Properties=species:S:1:pos:R:3:lowdin_charge:R:1 method="wB97M-V/def2-TZVPD" e_homo_ev=-10.07 total_charge=+1 e_lumo_ha=-0.0999 gap_ev=7.35 relative_energy_kj_mol=0.00
H 1.569 1.315 5.721 0.15
C -0.181 -1.650 8.094 -0.03
C -4.168 0.373 2.050 -0.08
C -3.207 4.301 4.469 -0.02
H -0.649 -1.026 4.824 0.11
H 1.077 -1.407 6.361 0.10
C -4.038 2.208 5.397 -0.08
C 0.343 -0.913 7.008 -0.06
C 3.561 0.467 1.901 -0.11
H 2.353 3.371 5.276 0.09
H 0.089 -2.710 8.218 0.12
C 4.018 -0.268 3.143 -0.10
C -0.405 -0.576 3.836 -0.09
N 0.559 0.542 4.077 0.02
H -0.557 5.321 3.970 0.17
H -5.152 0.584 1.645 0.11
C -1.622 -1.963 10.106 -0.04
H -4.868 1.532 5.617 0.11
C -1.654 2.627 5.437 -0.13
C -4.264 3.443 4.780 -0.09
C -2.738 1.790 5.720 -0.03
H -2.414 -2.148 3.569 0.12
H -2.549 0.819 6.189 0.11
H -2.709 -2.047 10.026 0.09
N 2.169 0.774 2.214 0.14
H -1.056 1.739 2.410 0.10
C 1.784 0.356 3.433 -0.27
C -0.063 0.396 6.738 -0.16
H 3.706 -0.157 1.003 0.13
H 4.461 -1.250 2.922 0.13
H 2.036 3.597 3.544 0.08
C -1.041 -1.072 9.034 -0.27
H -1.396 -1.615 11.116 0.09
C 0.318 3.601 4.823 -0.26
H -3.343 5.234 3.917 0.11
C -3.159 1.327 2.016 -0.07
C 0.510 1.129 5.462 -0.15
H 1.915 4.979 4.665 0.09
C -1.884 1.041 2.512 -0.04
H 4.141 1.382 1.738 0.13
H -1.883 0.794 9.677 0.13
H 1.609 1.352 1.604 0.17
C -0.218 2.429 5.332 -0.12
H -1.208 -2.966 9.981 0.07
H -0.916 2.087 7.843 0.12
H -3.356 2.304 1.606 0.10
H 2.709 -0.895 4.786 0.16
H -4.690 -1.657 2.648 0.11
C -0.736 1.019 7.817 -0.04
N -0.701 4.450 4.471 0.13
C -2.678 -1.170 3.144 -0.05
N 2.783 -0.386 3.918 0.14
H 0.121 -1.373 3.263 0.14
C -1.695 -0.178 3.149 -0.22
C 1.731 3.911 4.550 -0.02
C -1.270 0.303 8.911 -0.01
H 4.769 0.319 3.693 0.13
H -5.283 3.714 4.524 0.10
C -1.931 3.916 4.853 -0.18
C -3.928 -0.882 2.612 -0.07

=====

[7]
11
Properties=species:S:1:pos:R:3:lowdin_charge:R:1 method="wB97M-V/def2-TZVPD" e_homo_ev=-4.40 total_charge=-1 e_lumo_ha=0.1572 gap_ev=8.67 relative_energy_kj_mol=449.15
C -0.470 -1.250 -0.409 -0.44
O -0.652 -2.201 0.331 -0.08
N 1.162 -0.373 0.088 0.02
C 0.981 0.988 0.165 -0.54
C -1.228 0.010 0.044 -0.07
F 2.458 -0.779 -0.346 -0.12
H -0.989 2.070 0.839 0.12
O 1.642 1.960 -0.181 -0.03
H -0.090 -1.421 -1.357 0.09
C -0.510 1.038 0.529 -0.05
H -2.303 -0.042 0.296 0.09

=====

[8]
17
Properties=species:S:1:pos:R:3:lowdin_charge:R:1 method="wB97M-V/def2-TZVPD" e_homo_ev=-9.69 e_lumo_ha=0.0372 gap_ev=10.71 relative_energy_kj_mol=77.77
C -1.974 1.598 0.185 -0.26
C 0.777 -1.098 -0.386 -0.29
H 0.105 1.375 0.454 0.12
H 2.936 -0.849 -0.195 0.07
H 2.014 0.026 1.020 0.07
C 2.017 -0.272 -0.034 -0.08
H 2.105 0.634 -0.647 0.07
C -0.585 -0.441 -0.458 -0.27
H -0.820 -2.281 0.753 0.10
C -0.649 1.048 -0.273 -0.15
H -1.331 -0.835 -1.149 0.14
H -1.967 2.696 0.368 0.12
H 1.041 -1.865 -1.107 0.12
H -0.391 1.565 -1.210 0.13
O -2.980 0.951 0.346 0.06
H -0.041 -0.898 1.648 0.11
C -0.256 -1.353 0.684 -0.08

=====

[9]
56
Properties=species:S:1:pos:R:3:lowdin_charge:R:1 method="wB97M-V/def2-TZVPD" e_homo_ev=-14.52 total_charge=+2 e_lumo_ha=-0.2742 gap_ev=7.06
C -3.451 3.924 1.217 -0.03
H 3.182 -0.101 -5.272 0.14
C -4.648 -0.801 -0.326 -0.02
Se -1.018 -3.881 0.717 1.30
H 0.643 0.405 -5.747 0.13
C 4.050 -2.871 2.903 0.01
H -5.654 -0.446 -0.505 0.13
H -1.095 4.070 -0.124 0.12
C -1.055 3.357 0.691 -0.03
N 2.225 -2.362 0.943 0.07
H 2.715 -4.190 0.085 0.13
N -2.741 -3.762 0.495 -0.18
S 1.711 1.071 2.473 0.66
H -3.471 4.828 1.829 0.10
C 2.415 -1.461 1.950 -0.29
C 2.837 0.121 -3.157 -0.27
N 1.537 -0.407 1.719 -0.07
C 2.506 0.442 -4.613 -0.21
H 2.647 1.506 -4.814 0.13
C 0.187 1.830 2.051 -0.31
H 1.038 2.920 0.411 0.11
C -4.427 -2.102 -0.034 0.03
C 0.282 0.665 -3.632 -0.27
C 3.342 -1.688 2.961 0.05
H -3.797 1.176 -0.589 0.12
C 2.917 -3.522 0.911 -0.07
H -4.336 3.343 1.475 0.08
C -3.078 -2.521 0.196 -0.33
H 0.938 -1.043 -4.790 0.13
Al 0.873 -1.236 0.237 0.14
H -2.974 2.123 3.188 0.13
H -5.221 -2.832 0.037 0.14
O 0.986 -0.486 -1.328 -0.40
H -0.595 0.116 -3.288 0.10
C -2.107 2.272 2.557 -0.02
C -3.565 0.138 -0.385 -0.01
C -0.927 1.612 2.855 -0.03
H -1.490 0.542 -0.180 0.10
H 4.396 -4.730 1.843 0.12
H 3.481 -0.968 3.752 0.13
C 0.137 2.706 0.973 -0.06
N -0.790 -2.118 0.344 -0.24
H 4.784 -3.081 3.670 0.13
H -3.523 4.236 0.175 0.08
O 1.766 0.823 3.879 -0.25
H -0.005 1.701 -3.816 0.11
H 3.738 0.586 -2.764 0.11
H -0.854 0.965 3.718 0.13
O 2.776 1.760 1.812 -0.26
S 1.417 0.726 -2.218 1.15
C 3.840 -3.806 1.878 -0.02
C -1.994 -1.575 0.111 -0.28
C -2.188 3.157 1.480 -0.26
C 1.045 0.042 -4.803 -0.20
H 2.857 -0.955 -2.977 0.11
C -2.268 -0.214 -0.175 -0.01

=====

[10]
10
Properties=species:S:1:pos:R:3:lowdin_charge:R:1 method="wB97M-V/def2-TZVPD" e_homo_ev=-10.05 e_lumo_ha=0.0015 gap_ev=10.10 relative_energy_kj_mol=418.90
C -0.133 0.540 -0.340 -0.37
H -0.154 -1.858 -0.133 0.18
O 1.828 -0.794 -0.210 -0.13
H 2.001 1.324 0.723 0.18
H -1.032 -0.521 1.426 0.14
H -0.665 1.433 0.198 0.12
H -2.004 -0.508 -0.464 0.10
C 1.264 0.380 0.187 -0.18
C -0.918 -0.696 0.086 -0.19
H -0.185 0.700 -1.474 0.13